[1]
Molecular formula: C4H4N4O
Method: DFT, the ωB97M-V functional and the def2-TZVPD basis

Results
Maximum force: 11.53 eV Å⁻¹
E_LUMO: -1.39 eV
Net charge: 0
Relative energy (zero: lowest compared OMol25 entry of this formula, charge and spin): 7.768 eV
Gap between HOMO and LUMO: 7.16 eV

Last column: Mulliken charge in e.
Atoms and positions in Å:
C  1.718  -0.322  -0.182  0.537
C  -0.514  0.433  -0.321  0.420
C  -1.843  0.640  0.048  -0.400
C  -0.307  -0.886  -0.304  0.548
H  3.661  0.086  0.424  0.240
H  1.234  1.800  0.596  0.291
H  -2.487  1.107  -0.744  0.254
H  -2.092  0.819  1.096  0.280
N  2.932  -0.616  0.180  -0.647
N  0.816  0.685  -0.534  -0.537
N  -2.450  -0.769  0.147  -0.325
N  -1.503  -1.599  -0.210  -0.354
O  0.835  -1.379  -0.196  -0.307

***

[2]
Molecular formula: C4H9N2O2
Method: DFT, the ωB97M-V functional and the def2-TZVPD basis

Results
Maximum force: 5.19 eV Å⁻¹
E_LUMO: -3.17 eV
Net charge: +1
Relative energy (zero: lowest compared OMol25 entry of this formula, charge and spin): 5.248 eV
Gap between HOMO and LUMO: 9.33 eV

Last column: Mulliken charge in e.
Atoms and positions in Å:
C  -1.567  1.750  -2.335  0.620
C  0.402  -0.659  1.225  -0.136
C  -0.504  -0.059  0.245  -0.666
C  1.024  0.098  0.102  -0.685
N  -1.258  2.563  -1.491  -0.471
N  1.562  -0.852  -1.078  -0.238
O  -1.761  0.786  -2.951  -0.322
O  -1.076  1.224  0.641  -0.332
H  0.553  -0.129  2.198  0.157
H  0.187  -1.727  1.179  0.299
H  -1.140  -0.780  -0.371  0.413
H  -1.250  1.728  -0.222  0.462
H  -0.776  3.423  -1.525  0.241
H  2.374  -1.303  -0.841  0.337
H  1.688  -0.273  -1.905  0.346
H  0.835  -1.559  -1.453  0.368
H  -0.164  1.517  1.014  0.608

***

[3]
Molecular formula: C3H8N2O
Method: DFT, the ωB97M-V functional and the def2-TZVPD basis

Results
Structure (SMILES): CN(C)NC=O
Maximum force: 3.77 eV Å⁻¹
E_LUMO: 0.88 eV
Net charge: 0
Relative energy (zero: lowest compared OMol25 entry of this formula, charge and spin): 3.786 eV
Gap between HOMO and LUMO: 10.12 eV

Last column: Mulliken charge in e.
Atoms and positions in Å:
C  1.583  -0.812  -0.482  -0.633
C  0.279  1.258  0.011  -0.864
C  -2.202  -0.345  0.171  0.092
H  2.085  -0.607  0.652  0.248
H  1.481  -1.948  -0.827  0.260
H  2.409  -0.213  -1.064  0.251
H  -0.646  1.753  0.249  0.335
H  0.950  1.236  0.925  0.303
H  0.782  1.904  -0.823  0.254
H  -0.514  -0.770  1.243  0.295
H  -2.837  -0.507  1.124  0.275
N  0.154  -0.090  -0.516  -0.066
N  -0.799  -0.839  0.244  -0.292
O  -2.725  -0.019  -0.908  -0.459

***

- The highest gap between HOMO and LUMO belongs to which entry?
  C3H8N2O